[1]
Entry from OMol25: a 2-piece molecular cluster, C4H13N2O overall at a distorted geometry (the ωB97M-V functional and the def2-TZVPD basis).

Cartesian coordinates (Å):
C  -0.680  -0.859  1.827
N  -1.070  -1.599  0.628
C  -1.926  -0.789  -0.208
C  0.113  -1.988  -0.108
H  -1.574  -0.686  2.461
H  -0.217  0.136  1.627
H  -0.037  -1.519  2.406
H  -2.158  -1.481  -1.033
H  -2.810  -0.591  0.418
H  -1.373  0.128  -0.527
H  -0.198  -2.571  -0.987
H  0.666  -2.717  0.503
H  0.790  -1.148  -0.371
N  1.483  2.699  -1.401
C  1.557  1.570  -0.395
O  0.447  0.816  -0.291
H  1.116  2.339  -2.280
H  0.667  3.215  -1.042
H  2.487  1.060  -0.771
H  1.790  1.995  0.637

Summary:
- HOMO-LUMO gap (Ha) = 0.265
- relative energy (zero: lowest compared OMol25 entry of this formula, charge and spin) (kcal per mole) = 30.1
- calculated total energy (Eh) = -344.912810
- F_max (eV Å⁻¹) = 1.518
- net charge = -1



[2]
Entry from OMol25: a 2-piece molecular cluster, C4H13N2O overall at a distorted geometry (the ωB97M-V functional and the def2-TZVPD basis).

Cartesian coordinates (Å):
C  1.856  -0.679  1.897
O  2.787  0.393  1.733
C  0.778  -0.550  0.844
N  -0.268  -1.539  1.103
H  2.331  -1.658  1.724
H  1.405  -0.620  2.891
H  3.418  0.265  2.452
H  0.385  0.474  0.860
H  1.271  -0.663  -0.127
H  -0.607  -1.997  0.273
H  -1.056  -1.124  1.582
C  -0.859  1.057  -2.679
C  -2.189  0.814  -0.594
N  -1.217  0.384  -1.442
H  -0.663  0.350  -3.480
H  0.056  1.624  -2.464
H  -1.650  1.764  -2.912
H  -2.852  1.573  -0.987
H  -2.413  0.315  0.327
H  -0.512  -0.186  -1.002

Summary:
- HOMO-LUMO gap (spin up / spin down) (Ha) = 0.251 / 0.385
- relative energy (zero: lowest compared OMol25 entry of this formula, charge and spin) (kcal per mole) = 16.2
- calculated total energy (Eh) = -344.855125
- F_max (eV Å⁻¹) = 1.434
- net charge = 0
- spin multiplicity = 2



[3]
Entry from OMol25: an isolated ion of composition C4H13N2O and charge +1 at a distorted geometry (the ωB97M-V functional and the def2-TZVPD basis).

Cartesian coordinates (Å):
N  0.238  0.287  -1.834
C  -0.946  0.968  -1.265
C  -0.592  1.669  0.028
N  -0.117  0.713  1.012
C  -0.498  -0.619  1.461
C  0.663  -1.638  1.284
O  1.239  -1.435  -0.061
H  1.017  0.912  -2.027
H  -0.054  -0.193  -2.689
H  0.598  -0.480  -1.190
H  -1.296  1.679  -2.016
H  -1.741  0.264  -1.010
H  0.183  2.413  -0.196
H  -1.409  2.269  0.433
H  0.785  0.931  1.419
H  -0.595  -0.581  2.550
H  -1.282  -0.997  0.806
H  0.382  -2.669  1.503
H  1.523  -1.384  1.910
H  1.903  -2.106  -0.116

Summary:
- HOMO-LUMO gap (Ha) = 0.340
- relative energy (zero: lowest compared OMol25 entry of this formula, charge and spin) (kcal per mole) = 51.1
- calculated total energy (Eh) = -344.685336
- F_max (eV Å⁻¹) = 2.086
- net charge = +1



[4]
Entry from OMol25: a 2-piece molecular cluster, C4H13N2O overall at a distorted geometry (the ωB97M-V functional and the def2-TZVPD basis).

Cartesian coordinates (Å):
C  -1.964  -3.095  0.783
C  -1.707  -1.652  0.341
C  -0.172  -1.590  0.112
N  0.490  -0.232  0.017
C  -0.200  0.774  -0.503
N  0.293  1.983  -0.537
H  -3.020  -3.362  0.718
H  -1.343  -3.813  0.250
H  -1.749  -3.181  1.848
H  -2.142  -1.404  -0.632
H  -2.270  -1.076  1.082
H  0.398  -2.194  0.807
H  -0.070  -1.912  -0.918
H  1.348  0.085  0.442
H  -1.216  0.489  -0.744
H  -0.225  2.782  -0.865
H  1.300  2.234  -0.661
H  2.302  3.567  0.532
H  3.455  3.634  -0.552
O  2.676  3.183  -0.241

Summary:
- HOMO-LUMO gap (Ha) = 0.413
- relative energy (zero: lowest compared OMol25 entry of this formula, charge and spin) (kcal per mole) = 34.1
- calculated total energy (Eh) = -344.712505
- F_max (eV Å⁻¹) = 2.177
- net charge = +1



[5]
Entry from OMol25: a 2-piece molecular cluster, C4H13N2O overall at a distorted geometry (the ωB97M-V functional and the def2-TZVPD basis).

Cartesian coordinates (Å):
C  -0.594  2.419  0.457
C  -0.085  1.850  -0.824
C  0.163  0.326  -0.834
C  1.335  -0.143  -0.414
N  1.842  -1.443  0.060
N  -0.840  -0.467  -1.245
H  -1.550  2.235  0.962
H  -0.713  3.566  0.424
H  0.190  2.253  1.336
H  0.889  2.254  -1.003
H  -0.823  2.154  -1.541
H  1.964  0.643  -0.083
H  2.683  -1.104  0.555
H  1.287  -1.940  0.803
H  2.077  -2.186  -0.608
H  -0.608  -1.462  -1.204
H  -1.677  -0.135  -1.604
H  -2.577  -2.700  1.466
H  -1.392  -3.405  1.928
O  -1.572  -2.714  1.369

Summary:
- HOMO-LUMO gap (Ha) = 0.338
- relative energy (zero: lowest compared OMol25 entry of this formula, charge and spin) (kcal per mole) = 67.6
- calculated total energy (Eh) = -344.659064
- F_max (eV Å⁻¹) = 5.081
- net charge = +1



[6]
Entry from OMol25: an isolated ion of composition C4H13N2O and charge +1 at a distorted geometry (the ωB97M-V functional and the def2-TZVPD basis).

Cartesian coordinates (Å):
N  0.770  -0.546  2.254
C  0.562  -1.598  1.235
C  -0.370  -1.090  0.137
C  -0.021  0.275  -0.397
N  -0.707  1.529  0.169
C  -0.027  0.468  -1.909
O  0.352  1.783  -2.180
H  -0.107  -0.082  2.452
H  1.020  -1.041  3.102
H  0.103  -2.494  1.674
H  1.508  -1.920  0.800
H  -1.453  -1.240  0.286
H  -0.324  -1.786  -0.719
H  0.989  0.401  0.015
H  -0.827  1.812  1.137
H  -1.691  1.449  -0.109
H  -0.257  2.252  -0.413
H  -1.054  0.218  -2.214
H  0.623  -0.269  -2.391
H  0.910  1.878  -2.928

Summary:
- HOMO-LUMO gap (Ha) = 0.371
- relative energy (zero: lowest compared OMol25 entry of this formula, charge and spin) (kcal per mole) = 50.5
- calculated total energy (Eh) = -344.686418
- F_max (eV Å⁻¹) = 2.907
- net charge = +1



[7]
Entry from OMol25: a 2-piece molecular cluster, C4H13N2O overall at a distorted geometry (the ωB97M-V functional and the def2-TZVPD basis).

Cartesian coordinates (Å):
C  1.282  0.707  -1.026
C  0.508  1.575  -0.049
C  -0.988  1.173  -0.131
C  -2.325  -0.660  -0.635
N  -1.295  -0.251  -0.007
N  1.386  -0.696  -0.505
H  0.867  0.698  -2.033
H  2.316  1.038  -1.142
H  0.492  2.649  -0.202
H  0.873  1.340  0.953
H  -1.503  1.556  -1.019
H  -1.410  1.662  0.750
H  -2.791  0.024  -1.351
H  -2.825  -1.540  -0.243
H  1.840  -0.684  0.406
H  1.796  -1.365  -1.154
H  0.423  -1.042  -0.357
H  1.325  -1.468  2.809
H  -0.038  -1.604  2.216
O  0.862  -1.350  1.965

Summary:
- HOMO-LUMO gap (Ha) = 0.404
- relative energy (zero: lowest compared OMol25 entry of this formula, charge and spin) (kcal per mole) = 45.5
- calculated total energy (Eh) = -344.694316
- F_max (eV Å⁻¹) = 2.197
- net charge = +1



[8]
Entry from OMol25: a 2-piece molecular cluster, C4H13N2O overall at a distorted geometry (the ωB97M-V functional and the def2-TZVPD basis).

Cartesian coordinates (Å):
C  -1.402  -2.406  -0.232
C  -0.036  -1.888  0.066
O  0.429  -0.854  -0.420
N  0.709  -2.661  0.873
H  -1.847  -2.882  0.643
H  -1.310  -3.189  -0.973
H  1.628  -2.367  1.161
H  0.364  -3.527  1.247
H  -2.075  -1.623  -0.562
C  -0.338  2.064  0.026
C  -0.336  3.440  0.598
N  0.837  1.682  -0.800
H  -0.484  1.254  0.735
H  -1.191  2.032  -0.615
H  -1.230  3.514  1.197
H  -0.356  4.194  -0.194
H  1.730  1.895  -0.347
H  0.870  0.659  -1.000
H  0.873  2.303  -1.612
H  0.517  3.711  1.206

Summary:
- HOMO-LUMO gap (Ha) = 0.416
- relative energy (zero: lowest compared OMol25 entry of this formula, charge and spin) (kcal per mole) = 5.5
- calculated total energy (Eh) = -344.758056
- F_max (eV Å⁻¹) = 1.567
- net charge = +1



[9]
Entry from OMol25: a 2-piece molecular cluster, C4H13N2O2 overall at a distorted geometry (the ωB97M-V functional and the def2-TZVPD basis).

Cartesian coordinates (Å):
C  -0.434  -1.334  -0.502
N  0.731  -1.506  0.355
C  0.810  -0.358  1.536
O  -0.203  0.441  1.658
C  -0.085  -0.307  -1.610
C  -1.376  0.073  -2.399
N  0.547  0.934  -1.161
H  -0.696  -2.293  -0.980
H  -1.388  -0.942  -0.058
H  0.660  -2.432  0.771
H  1.213  -1.045  2.361
H  1.816  0.097  1.364
H  0.634  -0.811  -2.275
H  -1.973  0.651  -1.665
H  -1.833  -0.904  -2.692
H  -1.313  0.574  -3.358
H  1.420  0.597  -0.770
H  -0.033  1.355  -0.443
H  0.613  3.143  3.130
H  0.292  1.701  3.041
O  0.600  2.367  3.697

Summary:
- HOMO-LUMO gap (Ha) = 0.273
- relative energy (zero: lowest compared OMol25 entry of this formula, charge and spin) (kcal per mole) = 19.9
- calculated total energy (Eh) = -420.187121
- F_max (eV Å⁻¹) = 2.842
- net charge = -1



[10]
Entry from OMol25: a 2-piece molecular cluster, C4H13N2O2 overall at a distorted geometry (the ωB97M-V functional and the def2-TZVPD basis).

Cartesian coordinates (Å):
O  -1.726  1.243  -0.097
C  -0.705  0.887  -0.613
C  -0.624  -0.571  -1.160
C  -0.392  -1.255  0.225
C  0.818  -0.620  0.936
N  2.021  -0.963  0.216
N  -2.112  -0.928  -1.790
H  0.282  1.477  -0.594
H  0.210  -1.007  -1.950
H  -0.487  -2.412  0.171
H  -1.397  -1.113  0.862
H  0.746  -1.159  1.855
H  0.665  0.529  1.405
H  2.312  -1.896  0.566
H  2.793  -0.332  0.373
H  -2.311  -1.825  -1.972
H  -2.867  -0.475  -1.085
H  -2.312  -0.529  -2.655
H  3.114  1.962  1.847
H  1.974  2.712  2.519
O  2.143  2.090  1.765

Summary:
- HOMO-LUMO gap (spin up / spin down) (Ha) = 0.150 / 0.321
- relative energy (zero: lowest compared OMol25 entry of this formula, charge and spin) (kcal per mole) = 84.6
- calculated total energy (Eh) = -419.974277
- F_max (eV Å⁻¹) = 6.423
- net charge = 0
- spin multiplicity = 2



[11]
Entry from OMol25: a 2-piece molecular cluster, C4H13N2O2 overall (the ωB97M-V functional and the def2-TZVPD basis).

Cartesian coordinates (Å):
C  0.465  -0.835  -0.133
C  0.611  0.586  -0.838
C  0.127  1.594  0.043
C  -1.271  2.021  0.129
N  -1.386  3.383  -0.406
O  -2.129  1.122  -0.468
N  1.306  -0.854  1.032
H  0.808  -1.517  -0.902
H  -0.576  -1.040  0.058
H  0.070  0.530  -1.777
H  1.660  0.723  -1.075
H  0.821  2.050  0.742
H  -1.541  2.051  1.193
H  -1.436  4.080  0.332
H  -0.638  3.663  -1.036
H  -2.485  1.517  -1.285
H  1.445  -1.698  1.570
H  1.073  -0.103  1.666
H  0.555  -6.080  0.966
H  1.390  -5.746  -0.342
O  1.130  -5.448  0.530

Summary:
- HOMO-LUMO gap (Ha) = 0.251
- relative energy (zero: lowest compared OMol25 entry of this formula, charge and spin) (kcal per mole) = 106.9
- calculated total energy (Eh) = -419.855058
- F_max (eV Å⁻¹) = 0.932
- net charge = +1



[12]
Entry from OMol25: a 3-piece molecular cluster, C4H13N2O2 overall at a distorted geometry (the ωB97M-V functional and the def2-TZVPD basis).

Cartesian coordinates (Å):
O  0.928  -0.570  -0.193
C  0.336  -0.661  0.981
C  -0.912  -0.296  1.466
C  -1.405  1.129  1.183
C  -1.905  1.192  -0.227
N  -2.859  0.112  -0.445
N  4.982  -0.129  0.027
H  0.805  -1.407  1.620
H  -1.600  -1.039  1.821
H  -2.207  1.285  1.929
H  -0.672  1.917  1.382
H  -2.383  2.124  -0.532
H  -1.002  1.028  -0.858
H  -3.359  0.370  -1.344
H  -2.382  -0.722  -0.612
H  4.109  -0.043  -0.483
H  5.762  0.118  -0.613
H  4.989  0.495  0.922
H  0.205  -1.203  -1.721
H  -0.789  -2.122  -2.552
O  -0.642  -1.578  -1.751

Summary:
- HOMO-LUMO gap (Ha) = 0.124
- relative energy (zero: lowest compared OMol25 entry of this formula, charge and spin) (kcal per mole) = 176.3
- calculated total energy (Eh) = -419.744512
- F_max (eV Å⁻¹) = 7.801
- net charge = +1



Question: Among the records above, which one has the lowest relative energy (zero: lowest compared OMol25 entry of this formula, charge and spin)?
Answer: number 8



Question: Number 3 is which compound?
Answer: C4H13N2O



What did the eighth record say?
Entry from OMol25: a 2-piece molecular cluster, C4H13N2O overall at a distorted geometry (the ωB97M-V functional and the def2-TZVPD basis).

Cartesian coordinates (Å):
C  -1.402  -2.406  -0.232
C  -0.036  -1.888  0.066
O  0.429  -0.854  -0.420
N  0.709  -2.661  0.873
H  -1.847  -2.882  0.643
H  -1.310  -3.189  -0.973
H  1.628  -2.367  1.161
H  0.364  -3.527  1.247
H  -2.075  -1.623  -0.562
C  -0.338  2.064  0.026
C  -0.336  3.440  0.598
N  0.837  1.682  -0.800
H  -0.484  1.254  0.735
H  -1.191  2.032  -0.615
H  -1.230  3.514  1.197
H  -0.356  4.194  -0.194
H  1.730  1.895  -0.347
H  0.870  0.659  -1.000
H  0.873  2.303  -1.612
H  0.517  3.711  1.206

Summary:
- HOMO-LUMO gap (Ha) = 0.416
- relative energy (zero: lowest compared OMol25 entry of this formula, charge and spin) (kcal per mole) = 5.5
- calculated total energy (Eh) = -344.758056
- F_max (eV Å⁻¹) = 1.567
- net charge = +1



Question: Which of these has the highest F_max?
Answer: number 12